[1]
A structure of composition F4N2Na4O8S4, computed with ωB97M-V with the def2-TZVPD basis set.

Computed properties:
**E_LUMO**: -8.06 eV
**Energy above the lowest of the compared OMol25 structures with the same formula, charge and spin**: 0.00 kJ/mol
**Charge**: +2
**Gap between HOMO and LUMO**: 7.05 eV

Last column: Mulliken charge in e.
Element x y z (Å)
Na (-5.399, -0.657, 3.731)  1.01
Na (0.678, -2.848, -1.968)  1.04
Na (0.602, 1.633, 0.889)  1.01
Na (-2.115, 2.485, 1.098)  0.99
N (-1.429, 0.186, 0.899)  -0.44
S (-2.050, -0.522, -0.480)  0.93
O (-3.385, -0.946, -0.380)  -0.55
O (-1.082, -1.274, -1.189)  -0.37
F (-2.097, 0.866, -1.217)  -0.23
S (-1.748, -0.878, 2.056)  0.92
O (-1.152, -2.130, 1.828)  -0.51
O (-3.058, -0.812, 2.639)  -0.53
F (-0.878, -0.164, 3.181)  -0.27
N (2.452, 1.170, -0.508)  -0.49
S (3.195, -0.293, -0.516)  1.00
O (4.590, -0.208, -0.633)  -0.50
O (2.452, -1.317, -1.182)  -0.52
F (2.902, -0.606, 1.018)  -0.26
S (1.965, 1.346, -2.018)  1.06
O (0.576, 1.058, -2.160)  -0.49
O (2.931, 0.992, -2.991)  -0.53
F (2.050, 2.920, -2.097)  -0.26


[2]
A structure of composition C9H33B3NOSn, computed with ωB97M-V with the def2-TZVPD basis set.

Computed properties:
**E_LUMO**: 1.99 eV
**Energy above the lowest of the compared OMol25 structures with the same formula, charge and spin**: 1011.14 kJ/mol
**Charge**: -1
**Gap between HOMO and LUMO**: 4.30 eV

Last column: Mulliken charge in e.
Element x y z (Å)
Sn (0.174, -0.942, 0.512)  -0.50
B (1.188, -3.224, 0.873)  1.77
H (1.855, -2.650, 0.248)  -0.36
H (1.704, -4.017, 1.392)  -0.32
H (0.685, -2.560, 1.558)  -0.54
H (0.445, -3.619, 0.198)  -0.44
B (2.658, -0.656, 0.737)  0.97
H (1.983, -0.228, 1.462)  -1.67
H (2.971, 0.126, 0.062)  -0.40
H (3.557, -0.979, 1.238)  -0.34
H (2.179, -1.455, 0.192)  -0.08
B (0.642, -0.900, 3.023)  1.01
H (-0.224, -0.583, 2.462)  -0.43
H (0.714, -1.972, 2.933)  -0.22
H (1.515, -0.388, 2.650)  0.00
H (0.506, -0.639, 4.061)  -0.23
C (1.801, 2.124, 0.834)  -1.19
C (0.623, 2.224, -0.164)  -0.74
N (0.323, 1.018, -0.953)  0.91
C (1.420, 0.629, -1.843)  -0.20
C (1.841, 1.670, -2.934)  -1.53
C (-0.997, 1.097, -1.584)  -0.57
C (-1.450, -0.258, -2.154)  -1.52
H (1.741, 1.345, 1.594)  0.30
H (1.770, 3.087, 1.343)  0.51
H (2.760, 1.953, 0.343)  0.31
H (-0.236, 2.395, 0.485)  0.32
H (0.791, 3.035, -0.873)  0.48
H (2.258, 0.304, -1.226)  0.44
H (1.155, -0.266, -2.406)  0.41
H (0.999, 1.913, -3.583)  0.31
H (2.189, 2.623, -2.535)  0.29
H (2.615, 1.339, -3.627)  0.43
H (-1.039, 1.813, -2.405)  0.28
H (-1.738, 1.490, -0.888)  0.44
H (-2.413, -0.185, -2.660)  0.47
H (-1.455, -1.075, -1.433)  0.24
H (-0.874, -0.555, -3.031)  0.48
C (-3.439, -1.007, 1.659)  -1.55
C (-2.803, -0.434, 0.443)  1.21
O (-1.597, -0.481, 0.143)  -0.54
C (-3.799, 0.430, -0.379)  -1.39
H (-4.460, -1.346, 1.488)  0.43
H (-3.448, -0.259, 2.453)  0.34
H (-2.858, -1.792, 2.142)  0.35
H (-3.834, 1.469, -0.052)  0.29
H (-4.763, -0.078, -0.340)  0.46
H (-3.638, 0.459, -1.457)  0.30


[3]
The molecule C4H8OSi, computed with ωB97M-V with the def2-TZVPD basis set.

Computed properties:
**E_LUMO (alpha / beta)**: -0.60 / -0.22 eV
**Energy above the lowest of the compared OMol25 structures with the same formula, charge and spin**: 434.16 kJ/mol
**Charge**: 0
**Gap between HOMO and LUMO (alpha / beta)**: 7.74 / 7.44 eV

Last column: Mulliken charge in e.
Element x y z (Å)
C (-1.934, -0.530, 0.233)  0.06
C (-1.334, 0.684, -0.340)  -0.27
C (0.010, 0.884, 0.438)  -0.77
C (1.244, 0.115, 0.062)  -0.68
O (-3.100, -0.797, 0.177)  -0.35
Si (1.203, -1.780, 0.046)  0.13
H (-0.997, 0.673, -1.414)  0.32
H (-1.885, 1.557, -0.059)  0.29
H (0.365, 1.938, 0.225)  0.31
H (-0.412, 1.022, 1.503)  0.33
H (1.442, 0.419, -0.905)  0.40
H (1.892, 0.662, 0.714)  0.41
H (2.478, -2.344, 0.610)  -0.11
H (1.030, -2.502, -1.288)  -0.05


[4]
A cluster of 6 separate species, C44H86ClF2NO18P2S5Si in total, computed with ωB97M-V with the def2-TZVPD basis set.

Computed properties:
**E_LUMO**: -0.02 eV
**Charge**: 0
**Gap between HOMO and LUMO**: 8.29 eV

Last column: Mulliken charge in e.
Element x y z (Å)
C (3.509, -3.199, -0.388)  -0.88
C (3.489, -3.193, 1.251)  -0.38
P (1.832, -2.584, 2.022)  -0.05
C (2.138, -2.754, 3.935)  -0.55
C (1.447, -0.765, 1.545)  0.13
O (1.390, -0.012, 2.838)  -0.61
O (2.549, -0.222, 0.707)  0.03
C (3.701, 0.186, 1.525)  -0.59
C (5.102, 0.122, 0.613)  -0.28
C (5.116, 1.284, -0.545)  -0.28
C (6.476, 2.205, -0.585)  0.37
C (6.875, 2.989, -2.006)  -0.36
C (8.209, 3.970, -2.141)  -0.33
C (9.222, 4.162, -0.844)  -0.35
C (8.871, 3.380, 0.554)  -0.44
C (7.516, 2.443, 0.671)  -0.26
C (-0.014, -0.587, 0.755)  -0.71
O (-0.412, 0.817, 0.568)  -0.03
C (-1.298, 1.300, 1.637)  -0.05
C (-0.776, 2.770, 2.240)  -0.95
C (-1.041, 4.027, 1.228)  -0.26
C (-0.415, 5.432, 1.883)  -0.47
Cl (-1.297, 6.852, 1.034)  -0.23
C (-2.898, 1.261, 1.299)  0.97
F (-3.592, 2.078, 2.353)  -0.37
F (-3.459, -0.126, 1.429)  -0.37
C (-3.326, 1.793, -0.188)  -0.96
C (-3.145, 0.700, -1.396)  0.72
Si (-3.372, 1.383, -3.177)  0.12
C (-1.715, 2.071, -3.954)  -0.37
C (-3.825, -0.173, -4.289)  -0.94
C (-4.803, 2.634, -3.427)  0.54
C (-5.534, 2.632, -4.930)  -0.25
C (-6.753, 3.662, -5.360)  -0.43
C (-7.359, 4.754, -4.256)  -0.40
C (-6.637, 4.754, -2.755)  -0.41
C (-5.374, 3.732, -2.358)  -0.10
P (0.205, -1.534, -0.933)  0.45
N (1.041, -0.675, -2.021)  -0.75
H (3.477, -2.102, -0.852)  0.14
H (4.536, -3.664, -0.742)  0.36
H (2.663, -3.896, -0.856)  0.28
H (3.646, -4.305, 1.617)  0.43
H (4.411, -2.553, 1.605)  0.20
H (1.918, -3.886, 4.228)  0.21
H (3.255, -2.467, 4.169)  0.16
H (1.413, -2.095, 4.574)  0.35
H (0.646, -0.431, 3.390)  0.38
H (3.598, 1.306, 1.851)  0.35
H (3.920, -0.541, 2.445)  0.10
H (5.186, -0.981, 0.165)  0.03
H (5.999, 0.204, 1.386)  0.28
H (4.130, 1.936, -0.392)  0.17
H (5.035, 0.745, -1.601)  0.32
H (6.147, 2.812, -2.911)  0.24
H (8.407, 4.483, -3.193)  0.27
H (10.172, 4.856, -0.999)  0.26
H (9.636, 3.524, 1.457)  0.26
H (7.317, 1.938, 1.724)  0.15
H (-0.812, -1.239, 1.349)  0.45
H (-1.140, 0.548, 2.551)  0.18
H (-1.366, 2.981, 3.239)  0.44
H (0.370, 2.689, 2.541)  0.30
H (-0.593, 3.832, 0.165)  0.17
H (-2.221, 4.204, 1.209)  0.24
H (0.740, 5.523, 1.717)  0.34
H (-0.613, 5.521, 3.035)  0.31
H (-2.834, 2.811, -0.517)  0.35
H (-4.497, 2.017, -0.130)  0.28
H (-2.061, 0.210, -1.357)  -0.87
H (-3.895, -0.195, -1.203)  0.39
H (-1.363, 3.061, -3.440)  0.26
H (-0.931, 1.191, -3.888)  0.27
H (-1.941, 2.206, -5.117)  -0.13
H (-3.133, -1.109, -4.027)  0.26
H (-3.841, 0.073, -5.433)  0.24
H (-4.936, -0.460, -3.964)  0.27
H (-5.159, 1.888, -5.782)  0.03
H (-7.211, 3.644, -6.453)  0.27
H (-8.250, 5.486, -4.542)  0.28
H (-7.049, 5.521, -1.940)  0.25
H (-4.890, 3.815, -1.297)  0.13
H (-1.165, -1.775, -1.396)  0.10
H (0.752, -2.844, -0.645)  0.05
H (1.324, 0.219, -1.560)  0.30
C (0.837, -4.718, 9.612)  -1.16
C (0.411, -5.911, 8.776)  -0.27
O (-0.727, -5.610, 7.976)  -0.28
S (-0.529, -4.651, 6.674)  1.22
C (-2.131, -4.898, 5.951)  -0.92
O (0.467, -5.238, 5.804)  -0.46
O (-0.446, -3.274, 7.117)  -0.64
H (1.189, -3.897, 8.979)  0.25
H (1.652, -4.988, 10.290)  0.42
H (-0.004, -4.336, 10.198)  0.29
H (1.235, -6.274, 8.153)  0.29
H (0.127, -6.730, 9.446)  0.35
H (-2.227, -5.940, 5.641)  0.18
H (-2.209, -4.240, 5.084)  0.39
H (-2.895, -4.634, 6.685)  0.37
C (-1.269, 4.417, -10.775)  -0.88
C (-0.077, 4.370, -9.837)  -0.41
O (-0.338, 5.065, -8.623)  -0.27
S (-1.340, 4.382, -7.535)  1.15
C (-1.027, 5.497, -6.191)  -0.94
O (-0.829, 3.075, -7.181)  -0.65
O (-2.708, 4.580, -7.971)  -0.58
H (-2.124, 3.876, -10.357)  0.23
H (-1.025, 3.960, -11.739)  0.45
H (-1.590, 5.450, -10.940)  0.25
H (0.226, 3.337, -9.631)  0.31
H (0.773, 4.865, -10.318)  0.28
H (0.010, 5.388, -5.869)  0.34
H (-1.702, 5.231, -5.375)  0.31
H (-1.231, 6.517, -6.522)  0.36
C (-0.248, -8.290, 4.572)  -0.99
C (0.039, -8.835, 5.959)  0.17
O (-0.842, -9.901, 6.296)  -0.28
S (-0.620, -11.348, 5.581)  1.18
C (-1.744, -12.284, 6.586)  -0.93
O (0.727, -11.802, 5.846)  -0.63
O (-1.162, -11.292, 4.238)  -0.61
H (-0.039, -9.039, 3.801)  0.45
H (0.371, -7.414, 4.361)  0.26
H (-1.303, -8.015, 4.476)  0.21
H (1.082, -9.153, 6.052)  0.34
H (-0.122, -8.038, 6.694)  -0.17
H (-1.371, -12.309, 7.611)  0.31
H (-1.789, -13.296, 6.178)  0.37
H (-2.732, -11.822, 6.538)  0.31
C (-4.863, 6.339, -9.998)  -0.81
C (-5.289, 5.145, -10.834)  -0.30
O (-6.427, 5.447, -11.635)  -0.28
S (-6.229, 6.406, -12.937)  1.21
C (-7.831, 6.158, -13.659)  -0.93
O (-5.233, 5.819, -13.807)  -0.63
O (-6.146, 7.783, -12.493)  -0.60
H (-4.511, 7.159, -10.631)  0.33
H (-4.048, 6.069, -9.321)  0.16
H (-5.704, 6.720, -9.412)  0.33
H (-4.465, 4.782, -11.457)  0.30
H (-5.573, 4.326, -10.164)  0.25
H (-7.927, 5.117, -13.969)  0.31
H (-7.909, 6.817, -14.527)  0.37
H (-8.595, 6.422, -12.925)  0.31
C (6.443, -1.371, 11.045)  -0.99
C (5.094, -1.145, 10.386)  -0.29
O (5.053, -1.695, 9.074)  -0.27
S (4.966, -3.314, 8.912)  1.09
C (4.636, -3.361, 7.169)  -1.04
O (3.797, -3.795, 9.617)  -0.53
O (6.282, -3.877, 9.133)  -0.61
H (6.626, -2.436, 11.216)  0.30
H (6.494, -0.865, 12.013)  0.38
H (7.251, -1.003, 10.406)  0.26
H (4.281, -1.549, 10.998)  0.28
H (4.922, -0.067, 10.291)  0.28
H (3.662, -2.909, 6.976)  0.29
H (4.632, -4.408, 6.860)  0.44
H (5.429, -2.824, 6.644)  0.39


[5]
A structure of composition C48H40N6O2PS2Se2Ti, computed with ωB97M-V with the def2-TZVPD basis set.

Computed properties:
**E_LUMO (alpha / beta)**: -0.54 / -1.16 eV
**Spin multiplicity**: 2
**Energy above the lowest of the compared OMol25 structures with the same formula, charge and spin**: 54.22 kJ/mol
**Charge**: 0
**Gap between HOMO and LUMO (alpha / beta)**: 6.14 / 6.19 eV

Last column: Mulliken charge in e.
Element x y z (Å)
Ti (-0.367, -0.764, 0.126)  -0.14
O (-3.955, -0.561, -1.939)  -0.76
C (-2.824, -0.801, -1.538)  -0.25
N (-2.306, -0.599, -0.316)  1.30
C (-3.099, -0.259, 0.772)  -0.15
C (-4.415, 0.186, 0.795)  -1.00
C (-5.033, 0.402, 2.016)  -0.63
C (-4.361, 0.192, 3.210)  -0.85
C (-3.048, -0.247, 3.204)  -0.47
C (-2.420, -0.484, 1.986)  0.85
N (-1.163, -1.045, 1.854)  0.24
C (-0.237, -0.689, 2.788)  -0.68
O (0.498, -1.485, 3.355)  -0.61
C (-0.162, 0.807, 2.988)  1.16
C (0.424, 1.394, 4.103)  -1.31
C (0.574, 2.772, 4.114)  -0.59
C (0.142, 3.503, 3.020)  -0.86
C (-0.442, 2.826, 1.958)  -0.37
N (-0.599, 1.516, 1.938)  0.67
C (-1.825, -1.490, -2.423)  0.51
C (-2.250, -2.058, -3.617)  -0.64
C (-1.343, -2.757, -4.393)  -0.71
C (-0.034, -2.840, -3.945)  -1.06
C (0.304, -2.249, -2.736)  -0.36
N (-0.569, -1.594, -1.973)  0.63
H (-4.944, 0.343, -0.130)  0.51
H (-6.065, 0.720, 2.035)  0.41
H (-4.866, 0.360, 4.150)  0.41
H (-2.523, -0.439, 4.131)  0.52
H (0.772, 0.774, 4.915)  0.55
H (1.024, 3.261, 4.963)  0.49
H (0.283, 4.571, 2.976)  0.45
H (-0.779, 3.357, 1.075)  0.42
H (-3.287, -1.946, -3.890)  0.59
H (-1.650, -3.222, -5.319)  0.47
H (0.726, -3.362, -4.507)  0.54
H (1.322, -2.319, -2.366)  0.55
S (1.798, 0.015, 1.085)  -0.88
C (2.712, -1.339, 1.574)  0.63
N (3.860, -1.153, 2.270)  -0.07
C (4.888, -2.158, 2.164)  -0.85
C (4.252, -3.539, 2.300)  -0.78
N (3.185, -3.684, 1.334)  0.00
C (3.170, -4.873, 0.506)  -1.30
C (4.364, -4.899, -0.425)  0.69
C (4.600, -3.827, -1.279)  0.19
C (5.705, -3.818, -2.109)  -0.86
C (6.588, -4.885, -2.102)  -0.49
C (6.350, -5.968, -1.273)  -0.61
C (5.245, -5.974, -0.438)  -0.44
C (2.375, -2.622, 1.092)  0.96
S (0.910, -2.877, 0.238)  -0.53
C (4.056, -0.040, 3.165)  -0.94
C (4.100, -0.530, 4.594)  0.52
C (3.009, -1.211, 5.124)  0.02
C (3.046, -1.694, 6.420)  -1.30
C (4.180, -1.515, 7.196)  -0.48
C (5.267, -0.834, 6.676)  -0.60
C (5.225, -0.341, 5.382)  -0.44
H (5.629, -1.996, 2.949)  0.50
H (5.370, -2.078, 1.179)  0.37
H (3.841, -3.653, 3.313)  0.39
H (4.994, -4.320, 2.119)  0.46
H (2.241, -4.857, -0.072)  0.44
H (3.169, -5.757, 1.154)  0.39
H (3.923, -2.984, -1.300)  0.26
H (5.868, -2.968, -2.757)  0.48
H (7.458, -4.873, -2.742)  0.40
H (7.029, -6.809, -1.272)  0.37
H (5.065, -6.826, 0.202)  0.39
H (3.214, 0.641, 3.018)  0.16
H (4.980, 0.487, 2.904)  0.47
H (2.130, -1.370, 4.520)  0.97
H (2.190, -2.221, 6.819)  0.47
H (4.221, -1.913, 8.201)  0.41
H (6.158, -0.698, 7.274)  0.39
H (6.076, 0.198, 4.986)  0.42
Se (3.144, -0.334, -1.970)  -0.30
P (1.624, 1.046, -2.509)  0.41
Se (-0.083, 1.408, -1.124)  -0.20
C (2.354, 2.700, -2.827)  1.13
C (3.643, 2.797, -3.334)  -0.44
C (4.190, 4.042, -3.597)  -0.71
C (3.459, 5.190, -3.337)  -0.47
C (2.182, 5.092, -2.808)  -0.77
C (1.628, 3.851, -2.557)  -0.45
C (0.930, 0.537, -4.140)  0.58
C (1.774, -0.008, -5.100)  -0.49
C (1.261, -0.403, -6.323)  -0.68
C (-0.094, -0.283, -6.580)  -0.57
C (-0.934, 0.266, -5.626)  -0.82
C (-0.421, 0.685, -4.413)  -0.30
H (4.226, 1.901, -3.494)  0.37
H (5.190, 4.117, -3.998)  0.40
H (3.886, 6.163, -3.536)  0.38
H (1.616, 5.985, -2.586)  0.41
H (0.637, 3.768, -2.128)  0.27
H (2.825, -0.133, -4.883)  0.41
H (1.922, -0.801, -7.080)  0.42
H (-0.497, -0.609, -7.527)  0.44
H (-1.989, 0.374, -5.827)  0.48
H (-1.075, 1.126, -3.671)  0.44


[6]
A structure of composition C6H12, computed with ωB97M-V with the def2-TZVPD basis set.

Computed properties:
**E_LUMO**: 0.87 eV
**Energy above the lowest of the compared OMol25 structures with the same formula, charge and spin**: 441.52 kJ/mol
**Charge**: 0
**Gap between HOMO and LUMO**: 8.61 eV

Last column: Mulliken charge in e.
Element x y z (Å)
C (-1.563, 0.698, 0.048)  -1.57
C (-0.474, -0.191, 0.652)  0.38
C (-0.580, -1.652, 0.174)  -0.55
C (0.165, -1.557, -1.131)  -0.74
C (0.936, 0.099, 0.093)  -0.15
C (1.375, 1.542, -0.107)  -1.36
H (-1.422, 1.752, 0.319)  0.36
H (-1.570, 0.618, -1.046)  0.35
H (-2.551, 0.391, 0.414)  0.42
H (-0.511, -0.106, 1.747)  0.32
H (-0.131, -2.338, 0.910)  0.29
H (-1.617, -1.967, 0.003)  0.34
H (0.762, -0.353, -1.157)  0.22
H (1.027, -2.245, -1.154)  0.20
H (1.690, -0.445, 0.671)  0.40
H (0.712, 2.074, -0.796)  0.35
H (1.353, 2.077, 0.855)  0.34
H (2.399, 1.602, -0.494)  0.40